No. 1
A structure of composition C4H8O3, computed with ωB97M-V/def2-TZVPD.

The relative energy (zero: lowest compared OMol25 entry of this formula, charge and spin) comes out at 411.71 kJ/mol. The net charge is 0. The calculation puts the gap between HOMO and LUMO at 10.42 eV.

Each line ends with the Mulliken charge.
Geometry (Å):
C1 -0.818 1.215 -1.202  -1.019
C2 -0.896 0.514 0.089  0.760
O1 -1.878 0.580 0.829  -0.607
C3 0.189 -0.459 0.304  -0.403
O2 1.208 -0.639 -0.598  -0.329
C4 2.461 -0.508 -0.166  0.152
O3 2.656 -0.253 0.982  -0.459
H1 -0.940 0.423 -1.951  0.277
H2 0.157 1.674 -1.371  0.295
H3 -1.593 1.968 -1.303  0.344
H4 0.192 0.555 1.236  0.245
H5 -2.138 -1.182 1.565  -0.076
H6 -1.902 -1.902 1.659  0.056
H7 0.113 -1.349 0.898  0.409
H8 3.190 -0.639 -0.969  0.355

Forces on the atoms, in the same order (eV/Å):
C 0.29 0.73 -0.78
C -2.26 -1.71 -0.90
O 0.66 0.55 -0.45
C -0.31 2.26 3.76
O -0.40 0.73 -2.08
C -0.34 0.26 1.12
O 1.28 0.09 0.25
H -0.01 0.28 -0.06
H 0.03 -0.04 -0.06
H -0.08 -0.04 0.07
H 2.12 -2.46 -1.58
H 0.17 -0.84 0.17
H -0.34 0.25 0.05
H -0.80 0.04 0.47
H -0.02 -0.11 0.01


No. 2
A structure of composition C4H8O3, computed with ωB97M-V/def2-TZVPD.

The relative energy (zero: lowest compared OMol25 entry of this formula, charge and spin) comes out at 420.25 kJ/mol. The net charge is 0. The calculation puts the gap between HOMO and LUMO at 10.56 eV.

Each line ends with the Mulliken charge.
Geometry (Å):
C1 -1.849 0.453 -1.222  -0.394
O1 -1.587 1.281 -0.268  -0.480
C2 0.041 0.555 -0.562  0.628
O2 0.791 1.215 -1.220  -0.569
C3 0.260 -0.038 0.834  0.184
C4 1.270 -1.177 0.720  -1.255
O3 0.705 0.982 1.681  -0.534
H1 -1.665 0.745 -2.269  0.326
H2 -2.628 -0.316 -1.086  0.296
H3 -0.653 -0.369 -1.175  0.053
H4 -0.692 -0.390 1.233  0.348
H5 0.865 -2.017 0.144  0.368
H6 1.520 -1.528 1.725  0.344
H7 2.186 -0.830 0.229  0.307
H8 1.437 1.434 1.236  0.380

Forces on the atoms, in the same order (eV/Å):
C -0.10 0.04 -0.05
O -0.14 0.07 -0.07
C 0.49 0.15 -0.25
O -0.42 -0.31 0.30
C -0.10 -0.22 -0.05
C 0.06 -0.04 -0.02
O 0.17 0.13 -0.05
H -0.01 -0.03 0.13
H 0.12 0.08 0.02
H 0.06 -0.04 -0.02
H 0.10 0.04 -0.08
H 0.04 0.13 0.07
H -0.06 0.04 -0.14
H -0.12 -0.04 0.08
H -0.09 -0.01 0.13


No. 3
An isolated molecule of C4H8O3, computed with ωB97M-V/def2-TZVPD.

Its SMILES is COC(=O)[C@@H](C)O. The relative energy (zero: lowest compared OMol25 entry of this formula, charge and spin) comes out at 75.16 kJ/mol. The net charge is 0. The calculation puts the gap between HOMO and LUMO at 11.31 eV.

Each line ends with the Mulliken charge.
Geometry (Å):
C1 -1.980 -0.217 -1.643  -0.640
O1 -1.372 -0.118 -0.350  -0.315
C2 -0.110 0.312 -0.355  0.673
O2 0.512 0.590 -1.357  -0.587
C3 0.506 0.428 1.029  0.207
C4 1.374 -0.795 1.321  -1.211
O3 1.266 1.614 1.061  -0.558
H1 -1.811 0.702 -2.209  0.307
H2 -3.043 -0.371 -1.459  0.233
H3 -1.558 -1.060 -2.194  0.284
H4 -0.288 0.523 1.774  0.291
H5 0.791 -1.722 1.324  0.356
H6 1.849 -0.671 2.297  0.314
H7 2.159 -0.878 0.563  0.286
H8 1.705 1.665 0.198  0.359

Forces on the atoms, in the same order (eV/Å):
C -0.13 -0.05 -0.21
O 0.15 0.03 0.08
C 0.25 0.05 -0.26
O -0.28 -0.08 0.34
C -0.14 -0.15 0.08
C 0.05 -0.07 -0.01
O 0.17 0.06 -0.12
H -0.05 -0.13 0.07
H 0.15 0.00 -0.04
H -0.06 0.12 0.06
H 0.08 0.01 -0.10
H 0.02 0.13 0.00
H -0.09 -0.01 -0.12
H -0.11 0.00 0.08
H -0.01 0.10 0.14


No. 4
An isolated molecule of C4H8O3, computed with ωB97M-V/def2-TZVPD.

Its SMILES is O=C(CO)CCO. The relative energy (zero: lowest compared OMol25 entry of this formula, charge and spin) comes out at 129.10 kJ/mol. The net charge is 0. The calculation puts the gap between HOMO and LUMO at 10.73 eV.

Each line ends with the Mulliken charge.
Geometry (Å):
O1 1.696 -0.484 0.240  -0.486
C1 1.031 -0.831 -0.959  -0.424
C2 -0.020 0.250 -1.211  -0.658
C3 -0.818 0.474 0.058  0.769
O2 -1.786 -0.214 0.322  -0.645
C4 -0.373 1.536 1.047  -0.486
O3 -1.188 1.524 2.179  -0.549
H1 2.398 -1.115 0.422  0.292
H2 0.530 -1.806 -0.874  0.316
H3 1.731 -0.876 -1.806  0.316
H4 -0.710 -0.089 -1.991  0.344
H5 0.468 1.175 -1.540  0.308
H6 0.677 1.331 1.299  0.260
H7 -0.401 2.519 0.548  0.261
H8 -1.831 0.812 2.014  0.381

Forces on the atoms, in the same order (eV/Å):
O 0.30 -0.07 0.10
C -0.19 -0.09 -0.30
C 0.01 0.07 -0.05
C -0.25 -0.19 0.09
O 0.36 0.24 -0.11
C 0.11 0.00 -0.24
O -0.12 -0.05 0.04
H -0.03 -0.04 -0.03
H 0.09 0.15 0.08
H -0.13 0.01 0.12
H 0.11 0.08 0.10
H -0.05 -0.09 0.14
H -0.18 0.04 -0.05
H -0.04 -0.15 0.02
H 0.01 0.10 0.09


No. 5
An isolated molecule of C4H8O3, computed with ωB97M-V/def2-TZVPD.

Its SMILES is COC(=O)CCO. The relative energy (zero: lowest compared OMol25 entry of this formula, charge and spin) comes out at 87.52 kJ/mol. The net charge is 0. The calculation puts the gap between HOMO and LUMO at 11.31 eV.

Each line ends with the Mulliken charge.
Geometry (Å):
C1 1.164 -2.537 0.329  -0.634
O1 0.067 -1.628 0.435  -0.306
C2 0.284 -0.395 -0.055  0.641
O2 1.341 -0.038 -0.518  -0.569
C3 -0.985 0.431 -0.001  -0.565
C4 -0.787 1.872 -0.441  -0.372
O3 -0.357 2.623 0.679  -0.529
H1 2.024 -2.182 0.902  0.283
H2 0.799 -3.482 0.733  0.226
H3 1.461 -2.661 -0.716  0.292
H4 -1.717 -0.070 -0.646  0.310
H5 -1.397 0.402 1.015  0.314
H6 -0.041 1.892 -1.248  0.288
H7 -1.736 2.266 -0.838  0.317
H8 -0.122 3.507 0.370  0.304

Forces on the atoms, in the same order (eV/Å):
C 0.16 -0.18 0.01
O -0.05 0.15 -0.02
C 0.22 0.17 -0.17
O -0.42 -0.17 0.20
C -0.02 0.03 -0.02
C -0.14 -0.27 -0.35
O 0.08 0.24 -0.04
H -0.13 -0.02 -0.08
H 0.09 0.14 -0.05
H -0.04 0.04 0.15
H 0.11 0.06 0.08
H 0.08 -0.01 -0.14
H -0.11 0.05 0.15
H 0.17 -0.07 0.14
H 0.01 -0.16 0.14


No. 6
A cluster of 3 separate species, C4H8O3S in total, computed with ωB97M-V/def2-TZVPD.

The relative energy (zero: lowest compared OMol25 entry of this formula, charge and spin) comes out at 306.02 kJ/mol. The net charge is 0. The calculation puts the gap between HOMO and LUMO at 10.49 eV.

Each line ends with the Mulliken charge.
Geometry (Å):
C1 -0.799 1.428 -1.664  -0.339
C2 -1.247 2.499 -1.029  -0.540
C3 -3.391 0.989 0.394  0.171
C4 2.087 -1.923 -0.130  -0.865
O1 0.058 -0.969 1.166  -0.567
O2 2.008 -1.679 2.598  -0.508
O3 -3.824 0.986 1.411  -0.160
S1 1.515 -0.840 1.189  0.628
H1 -1.244 1.183 -2.577  0.254
H2 -0.145 0.687 -1.280  0.070
H3 -0.984 2.631 0.016  0.342
H4 -1.827 3.263 -1.636  0.192
H5 3.082 -2.352 -0.027  0.392
H6 1.283 -2.559 -0.499  0.299
H7 2.281 -1.201 -0.857  0.294
H8 1.145 -2.143 2.924  0.336

Forces on the atoms, in the same order (eV/Å):
C -0.51 0.60 0.55
C 0.21 0.60 -0.91
C 0.69 -0.21 -2.37
C 0.06 -0.37 0.59
O -0.28 0.15 -0.16
O -2.30 -0.46 -0.56
O -0.98 0.04 2.54
S 0.56 -0.98 1.61
H -0.15 -0.14 -1.74
H 0.35 -0.47 0.76
H -0.01 0.60 -0.18
H 0.41 -1.05 1.35
H -0.28 -0.48 0.67
H 0.19 -0.27 0.40
H 0.00 1.37 -1.68
H 2.05 1.06 -0.88


No. 7
An isolated molecule of C4H8O3S2, computed with ωB97M-V/def2-TZVPD.

The relative energy (zero: lowest compared OMol25 entry of this formula, charge and spin) comes out at 314.75 kJ/mol. The net charge is 0. The calculation puts the gap between HOMO and LUMO at 8.19 eV.

Each line ends with the Mulliken charge.
Geometry (Å):
C1 0.454 1.175 -0.477  -0.997
C2 -0.797 0.446 -0.656  0.375
C3 -0.827 -0.925 0.012  -0.466
C4 2.459 -0.085 -0.453  0.809
O1 1.601 0.585 -1.118  -0.333
O2 -1.877 1.297 -0.307  -0.596
O3 3.424 -0.591 -0.959  -0.527
S1 -2.359 -1.528 -0.165  -0.156
S2 2.159 -0.351 1.319  -0.288
H1 0.405 2.097 -1.005  0.257
H2 0.777 1.385 0.592  0.551
H3 -1.126 0.325 -1.648  0.400
H4 -0.367 -0.739 0.993  0.161
H5 -1.906 1.434 0.655  0.346
H6 -2.210 -2.860 0.638  0.179
H7 -3.215 -1.324 0.871  0.130
H8 3.403 -0.342 1.710  0.154

Forces on the atoms, in the same order (eV/Å):
C 2.37 1.22 0.79
C -1.68 -2.07 0.21
C 1.11 2.29 0.45
C 2.38 -2.08 1.03
O -1.79 0.71 -0.93
O -0.69 1.13 1.47
O -0.06 0.37 0.01
S 0.19 -3.94 2.21
S -1.13 0.14 0.28
H -0.41 0.96 -0.13
H -1.00 -0.23 -1.13
H 0.76 -0.32 -2.01
H -0.62 -1.02 0.13
H 0.09 -0.01 -0.23
H -0.15 2.12 -2.10
H -0.45 0.84 0.11
H 1.07 -0.12 -0.15


No. 8
A cluster of 2 separate species, C4H8O4 in total, computed with ωB97M-V/def2-TZVPD.

Its SMILES is COC=O.COC=O. The relative energy (zero: lowest compared OMol25 entry of this formula, charge and spin) comes out at 228.75 kJ/mol. The net charge is 0. The calculation puts the gap between HOMO and LUMO at 11.51 eV.

Each line ends with the Mulliken charge.
Geometry (Å):
O1 4.263 0.843 1.689  -0.465
O2 2.012 1.023 1.057  -0.245
C1 3.082 0.623 1.828  0.164
C2 2.268 1.862 -0.072  -0.580
H1 2.722 0.086 2.727  0.337
H2 2.707 2.831 0.217  0.276
H3 1.312 2.049 -0.590  0.226
H4 2.955 1.360 -0.773  0.286
O3 -4.239 -0.267 -0.503  -0.492
O4 -2.631 -1.934 -0.273  -0.289
C3 -3.844 -1.312 -0.002  0.210
C4 -1.735 -1.408 -1.313  -0.463
H5 -4.393 -1.897 0.763  0.334
H6 -2.291 -1.132 -2.225  0.275
H7 -1.014 -2.203 -1.567  0.238
H8 -1.175 -0.524 -0.962  0.187

Forces on the atoms, in the same order (eV/Å):
O -1.47 0.10 -0.70
O 1.13 -0.33 0.80
C 0.18 0.47 0.29
C 0.44 0.21 -0.68
H -0.29 0.05 -0.57
H -0.14 -0.46 0.07
H 0.35 -0.25 0.48
H -0.22 0.21 0.30
O 0.91 -2.31 0.95
O -0.91 0.69 -0.19
C 0.99 1.53 -1.40
C -0.43 0.18 0.03
H 0.33 0.17 -0.36
H 0.05 -0.12 0.51
H -0.52 0.22 0.38
H -0.40 -0.36 0.07


No. 9
A cluster of 2 separate species, C4H8O5 in total, computed with ωB97M-V/def2-TZVPD.

Its SMILES is O=COCCC(=O)O.O. The relative energy (zero: lowest compared OMol25 entry of this formula, charge and spin) comes out at 153.17 kJ/mol. The net charge is 0. The calculation puts the gap between HOMO and LUMO at 11.18 eV.

Each line ends with the Mulliken charge.
Geometry (Å):
O1 -3.725 -5.403 0.187  -0.653
H1 -3.545 -5.249 -0.768  0.323
H2 -3.106 -4.799 0.657  0.330
O2 -0.164 -0.586 3.292  -0.512
O3 -0.421 0.921 -2.031  -0.560
O4 1.691 0.564 -2.824  -0.430
O5 0.073 0.538 1.260  -0.287
C1 0.065 0.484 2.608  0.273
C2 0.800 0.845 -1.886  0.490
C3 0.507 1.702 0.568  -0.373
C4 1.484 1.393 -0.648  -0.626
H3 1.227 0.369 -3.684  0.366
H4 0.054 1.548 2.917  0.290
H5 1.155 2.128 1.359  0.457
H6 -0.319 2.416 0.389  0.281
H7 1.867 2.376 -0.983  0.283
H8 2.358 0.754 -0.415  0.348

Forces on the atoms, in the same order (eV/Å):
O 0.82 0.76 -0.52
H -0.16 -0.13 1.06
H -0.65 -0.62 -0.53
O 1.51 5.62 -3.60
O 2.29 -0.78 -0.22
O -0.33 -0.76 -1.53
O -0.46 -2.41 -0.36
C -2.13 -3.66 1.59
C -2.70 1.80 0.78
C 2.06 0.36 1.06
C -0.93 0.05 0.62
H 0.40 0.19 1.14
H 0.45 -0.54 1.20
H 0.01 0.82 -0.81
H 0.38 -0.74 -0.46
H 0.00 -0.39 0.25
H -0.55 0.43 0.35


No. 10
An isolated molecule of C4H8OP2, computed with ωB97M-V/def2-TZVPD.

Its SMILES is CC[C@H]1P2C[P@@]12=O. The relative energy (zero: lowest compared OMol25 entry of this formula, charge and spin) comes out at 0.00 kJ/mol. The net charge is 0. The calculation puts the gap between HOMO and LUMO at 9.24 eV.

Each line ends with the Mulliken charge.
Geometry (Å):
C1 1.270 1.903 -1.245  -0.618
C2 0.996 0.205 0.880  -0.385
C3 -1.332 -0.420 0.028  -1.151
C4 0.150 -0.860 0.196  -0.370
O1 0.408 3.022 1.433  -0.730
P1 2.692 0.848 0.184  -0.021
P2 0.962 1.969 0.537  0.503
H1 1.755 2.780 -1.644  0.341
H2 0.653 1.399 -1.983  0.266
H3 1.155 0.126 1.933  0.527
H4 -1.733 -0.681 -0.865  0.377
H5 -1.331 0.689 -0.101  0.275
H6 -1.950 -0.550 0.869  0.368
H7 0.616 -1.140 -0.726  0.358
H8 0.012 -1.732 0.914  0.259

Forces on the atoms, in the same order (eV/Å):
C 0.89 -0.48 2.33
C 0.40 0.76 -0.93
C 2.67 3.32 0.69
C -1.52 -0.57 2.25
O 0.55 -0.52 -0.82
P -1.12 0.37 -1.51
P -0.92 0.32 -0.18
H 0.18 0.19 0.04
H 0.12 -0.45 0.35
H -0.13 -0.31 0.78
H -1.51 -1.69 -2.49
H 0.02 -0.41 0.20
H -0.71 -0.74 0.96
H 0.06 -0.42 -0.52
H 1.03 0.63 -1.13